(1)
{
  "formula": "C2H2BrClNO2",
  "method": "the ωB97M-V functional and the def2-TZVPD basis",
  "fmax_ev_per_a": 5.50,
  "de_lowest_kj_mol": 143.4,
  "smiles": "O=C([O-])N(Cl)CBr",
  "homo_ha": -0.175,
  "orbital_gap_ha": 0.288,
  "multiplicity": 1,
  "charge": -1,
  "species": ["Br", "Cl", "O", "O", "N", "C", "C", "H", "H"],
  "positions_angstrom": [[1.4721, -1.7585, 0.1151], [-1.7331, -1.9250, -0.8910], [-1.9091, 0.6018, 1.7623], [-3.5711, -0.2111, 0.4749], [-1.5727, -1.3858, 0.7118], [0.0705, -0.7710, 0.8089], [-2.4651, -0.1834, 1.0018], [0.0006, 0.2269, 0.3373], [-0.0276, -0.5239, 1.8875]],
  "forces_ev_per_a": [[0.48, -0.76, -0.04], [-0.40, -0.47, -0.87], [0.24, 0.80, 0.88], [-0.13, -0.07, 0.00], [3.68, 1.00, 0.07], [-5.08, 1.59, 1.40], [-0.12, -0.57, -0.64], [0.21, -0.79, -0.18], [1.11, -0.72, -0.62]]
}



(2)
{
  "formula": "C24H19AuN4O4S2",
  "method": "the ωB97M-V functional and the def2-TZVPD basis",
  "fmax_ev_per_a": 3.06,
  "homo_ha": -0.287,
  "orbital_gap_ha": 0.204,
  "multiplicity": 1,
  "species": ["Au", "S", "S", "O", "O", "O", "O", "N", "N", "N", "N", "C", "C", "C", "C", "C", "C", "C", "C", "C", "C", "C", "C", "C", "C", "C", "C", "C", "C", "C", "C", "C", "C", "C", "C", "H", "H", "H", "H", "H", "H", "H", "H", "H", "H", "H", "H", "H", "H", "H", "H", "H", "H", "H"],
  "positions_angstrom": [[0.7098, -1.0722, 0.4099], [-2.8096, 2.4734, -0.0817], [0.0438, 2.6794, 0.7945], [0.7314, -0.2111, -1.5805], [-2.1340, -4.4918, 0.0920], [1.2814, -1.8913, 2.2280], [-1.0577, -2.1890, 0.1822], [2.8185, 0.5064, -0.8983], [2.5735, -0.1962, 0.2200], [-2.4518, -0.2703, 0.2088], [-1.2623, 0.3947, 0.4895], [1.5808, 3.4465, -4.8472], [1.7253, 1.5544, -2.8148], [2.7203, 2.5243, -2.9358], [-2.2352, -1.5508, 0.1468], [3.5170, -0.9609, 2.3286], [4.7332, -1.3455, 4.4011], [-1.3283, 1.6482, 0.4032], [2.3650, -1.6384, 2.8628], [-2.0126, 4.0964, -0.1944], [-4.4622, -4.6213, -0.0789], [-4.7092, -1.8628, -0.0975], [3.5683, -0.3335, 1.0699], [1.7349, 0.5544, -1.7023], [2.6470, 3.4668, -3.9514], [-5.7089, -4.0359, -0.1749], [-5.8406, -2.6464, -0.1911], [3.5705, -1.9705, 4.9445], [-3.4353, -2.4309, 0.0092], [0.5863, 2.4824, -4.7252], [-3.3179, -3.8313, 0.0067], [-0.9343, 4.1883, 0.8736], [4.6926, -0.8624, 3.1363], [2.4338, -2.0993, 4.2140], [0.6583, 1.5371, -3.7098], [3.5933, -2.3543, 5.9607], [-0.2466, 2.4674, -5.4199], [-1.3677, 4.2776, 1.8654], [3.5402, 2.5318, -2.2272], [-6.8189, -2.1862, -0.2775], [-4.3398, -5.7000, -0.0681], [-4.7774, -0.7814, -0.1087], [5.5639, -0.3698, 2.7141], [-0.2508, 5.0183, 0.6956], [1.5491, -2.5877, 4.6099], [4.5006, 0.1362, 0.7752], [5.6339, -1.2523, 4.9951], [-0.1123, 0.7826, -3.5919], [-2.7891, 4.8415, -0.0328], [1.5292, 4.1838, -5.6438], [3.4205, 4.2232, -4.0459], [-6.5918, -4.6673, -0.2324], [-1.4374, -3.8242, 0.1835], [-1.5908, 4.2199, -1.1890]],
  "forces_ev_per_a": [[2.20, 0.29, -0.88], [0.14, 0.09, 0.05], [0.12, -0.33, -0.17], [-1.45, -1.18, 1.29], [-0.63, -0.14, -0.01], [-2.01, -0.28, -1.53], [-0.09, 1.33, 0.47], [-1.89, 0.72, -2.30], [0.11, -0.80, 1.87], [0.97, -0.65, 0.20], [-0.05, -0.17, 0.22], [0.02, -0.01, 0.00], [-0.09, -0.25, 0.13], [0.04, -0.03, 0.04], [-0.28, -0.40, -0.24], [-0.16, -0.72, 1.09], [-0.41, -0.44, 0.71], [-0.38, 0.64, -0.05], [1.72, 0.77, 0.34], [-0.04, 0.05, 0.12], [-0.17, -0.09, -0.03], [0.06, 0.10, -0.02], [-1.32, 0.05, -0.89], [2.83, 0.72, 0.94], [-0.04, -0.03, -0.02], [-0.06, -0.04, 0.01], [-0.02, -0.05, -0.02], [0.90, 0.30, 0.03], [0.44, -0.15, 0.00], [0.06, 0.01, 0.04], [0.33, -0.11, 0.03], [-0.06, 0.08, -0.14], [-0.42, 0.14, -0.55], [-0.47, 0.02, -0.58], [-0.06, 0.00, -0.02], [0.03, 0.06, -0.12], [0.07, -0.01, 0.06], [-0.07, 0.06, 0.08], [-0.07, 0.00, -0.06], [0.10, -0.05, 0.02], [-0.01, 0.14, 0.00], [-0.02, -0.09, 0.03], [-0.09, -0.03, 0.01], [-0.07, 0.04, 0.00], [0.11, 0.08, -0.04], [-0.12, 0.11, -0.12], [-0.09, -0.03, 0.00], [0.08, 0.10, -0.04], [0.02, 0.09, -0.03], [-0.01, -0.09, 0.11], [-0.09, -0.11, 0.02], [0.12, 0.09, -0.02], [0.22, 0.18, -0.01], [0.05, 0.04, -0.06]]
}



(3)
{
  "formula": "C48H39CoIN6O4SeTe",
  "method": "the ωB97M-V functional and the def2-TZVPD basis",
  "s2": 3.76,
  "fmax_ev_per_a": 2.41,
  "de_lowest_kj_mol": 0.0,
  "homo_ha": [-0.266, -0.267],
  "orbital_gap_ha": [0.223, 0.224],
  "multiplicity": 4,
  "species": ["I", "Te", "Se", "Co", "O", "O", "O", "O", "N", "N", "N", "N", "N", "N", "C", "C", "C", "C", "C", "C", "C", "C", "C", "C", "C", "C", "C", "C", "C", "C", "C", "C", "C", "C", "C", "C", "C", "C", "C", "C", "C", "C", "C", "C", "C", "C", "C", "C", "C", "C", "C", "C", "C", "C", "C", "C", "C", "C", "C", "C", "C", "C", "H", "H", "H", "H", "H", "H", "H", "H", "H", "H", "H", "H", "H", "H", "H", "H", "H", "H", "H", "H", "H", "H", "H", "H", "H", "H", "H", "H", "H", "H", "H", "H", "H", "H", "H", "H", "H", "H", "H"],
  "positions_angstrom": [[-15.3437, -9.5374, 12.6063], [-14.5556, -9.7340, 8.7852], [-7.6984, -12.8631, 11.0869], [-15.4451, -12.5712, 10.7933], [-16.6707, -13.2599, 8.9917], [-16.1529, -13.8501, 6.1963], [-15.9343, -14.4210, 11.3046], [-19.8579, -13.3204, 8.9439], [-13.7135, -12.8006, 9.5075], [-8.9908, -12.5288, 12.3293], [-17.1745, -11.6115, 10.5621], [-8.9343, -13.2057, 9.7728], [-16.0957, -17.2910, 9.1105], [-13.7922, -12.5963, 12.2603], [-19.3752, -8.6567, 10.1263], [-19.1215, -16.1951, 12.1357], [-9.6847, -9.5992, 9.2982], [-17.7414, -12.3888, 9.5024], [-11.4118, -12.5204, 12.4280], [-16.0096, -5.0988, 8.8598], [-11.3514, -13.1445, 9.5411], [-16.8217, -15.3935, 7.8858], [-10.2283, -9.7739, 8.0247], [-10.1251, -12.6831, 11.7297], [-17.6025, -7.9867, 11.5321], [-16.6560, -14.6329, 9.0668], [-11.6054, -9.8164, 7.8932], [-10.5372, -9.4106, 10.3773], [-15.5637, -17.3712, 11.4438], [-17.2289, -14.7540, 6.5930], [-15.1156, -7.7523, 8.8217], [-19.1894, -13.4689, 12.3849], [-14.8063, -5.4203, 9.4562], [-17.6552, -10.3241, 10.6694], [-11.5149, -12.3743, 13.8287], [-15.9485, -16.6032, 10.2055], [-12.4551, -9.6559, 8.9766], [-19.1121, -16.5809, 14.6023], [-19.1918, -15.4287, 10.9911], [-14.3786, -6.7671, 9.4607], [-12.5715, -12.6178, 11.6743], [-16.4547, -16.7394, 7.9834], [-16.7538, -6.0701, 8.2353], [-13.6881, -13.1378, 8.2145], [-10.0906, -13.0312, 10.3250], [-11.9166, -9.4143, 10.2422], [-16.3097, -7.3724, 8.2242], [-19.0979, -15.6878, 13.4089], [-12.7728, -12.3592, 14.4093], [-19.1902, -14.2742, 13.5013], [-18.9962, -13.2679, 9.8018], [-19.1406, -14.0323, 11.0832], [-11.3460, -13.4777, 8.1774], [-13.8802, -12.4906, 13.5474], [-18.7658, -7.6718, 10.8965], [-12.5421, -12.8696, 10.1898], [-19.4142, -16.2184, 9.7311], [-18.8374, -9.9266, 10.0310], [-12.5361, -13.5020, 7.5271], [-17.0373, -9.2610, 11.4240], [-16.2092, -15.1855, 10.2492], [-19.5162, -12.0055, 12.5925], [-14.1629, -4.6942, 9.9709], [-14.8849, -12.6153, 13.9691], [-16.5385, -17.3913, 7.0880], [-18.6729, -11.4698, 13.0513], [-17.3576, -15.5523, 5.8749], [-16.3423, -4.0619, 8.8269], [-14.9427, -16.7239, 12.0805], [-12.5403, -9.2664, 11.1148], [-20.4768, -16.4051, 9.5830], [-16.5940, -13.1621, 5.6926], [-19.7096, -17.4707, 14.3812], [-19.7799, -11.5052, 11.6673], [-10.6338, -12.3201, 14.4301], [-18.1675, -14.1906, 6.6428], [-20.3183, -11.9289, 13.3205], [-10.4674, -13.6882, 7.6005], [-8.6128, -9.6124, 9.4456], [-9.5944, -9.9165, 7.1777], [-14.6466, -13.1174, 7.6745], [-16.4320, -17.6835, 12.0094], [-13.4476, -7.0186, 9.9528], [-18.0006, -11.7448, 8.6510], [-19.2365, -13.8707, 14.5219], [-20.3198, -8.4737, 9.6220], [-12.6304, -13.7664, 6.4802], [-17.1414, -7.2133, 12.0952], [-19.5439, -16.0726, 15.4495], [-17.7016, -5.7905, 7.7631], [-16.9524, -8.1480, 7.8182], [-12.9655, -12.2965, 15.5010], [-19.0159, -15.7930, 8.8155], [-19.1452, -17.2719, 12.0478], [-18.9687, -17.2248, 9.7929], [-10.0811, -9.2512, 11.3340], [-12.0785, -9.9138, 6.9415], [-19.3907, -10.6572, 9.4464], [-19.1740, -6.6821, 11.0464], [-18.0958, -16.9042, 14.9403], [-14.9791, -18.2858, 11.1854]],
  "forces_ev_per_a": [[-0.02, -0.16, 0.06], [-0.17, -1.13, -0.39], [-1.03, -0.07, -0.15], [0.08, -0.30, 0.19], [-0.20, 1.20, 0.23], [-0.75, -0.45, -0.20], [-0.06, -0.47, -0.75], [0.50, 0.01, 0.12], [0.53, -0.67, 0.24], [0.89, -0.19, -0.50], [0.13, 0.28, 0.03], [0.88, 0.31, 0.84], [0.58, -1.45, 0.07], [0.45, 0.10, -1.88], [-0.27, 0.13, 0.10], [-0.08, -0.73, 0.48], [-0.37, -0.08, -0.48], [-0.10, -0.30, -0.09], [0.22, -0.19, 0.10], [0.41, 1.16, -0.01], [1.22, -0.04, 0.39], [0.49, 0.11, 0.81], [-0.09, -0.20, 0.94], [-0.51, 0.29, 0.31], [0.48, -1.04, -0.20], [-0.02, -0.56, -1.21], [-0.31, 0.22, -0.05], [0.40, 0.03, 0.04], [1.20, 0.11, -0.16], [0.74, 0.26, 0.42], [0.18, 1.26, 0.24], [-0.46, 0.63, -0.65], [0.72, -1.04, 0.53], [1.03, 0.56, 0.51], [-0.86, 0.00, -0.30], [-0.53, 0.79, 1.12], [-0.16, 0.65, 0.74], [0.70, -0.44, 0.27], [-0.04, -0.09, -0.57], [0.10, 0.83, -0.01], [-0.53, -0.22, -0.48], [-1.23, 0.98, -1.82], [-0.68, 0.03, -0.23], [-1.15, 0.25, 0.04], [-0.91, -0.22, -0.67], [0.29, -0.34, -0.32], [-0.56, -0.95, -0.12], [-0.05, 1.77, -0.26], [-0.19, -0.08, -0.04], [0.46, -1.56, 0.85], [-0.76, 0.44, 0.07], [0.35, -0.52, 0.71], [-0.02, 0.22, 0.37], [-0.40, -0.40, 1.91], [-0.80, -0.05, -0.52], [-0.39, 0.49, 0.30], [0.20, -0.62, -0.49], [-0.52, 0.11, -0.52], [-0.78, 0.06, -0.30], [-0.56, -0.39, -0.20], [0.95, -0.56, 1.06], [0.84, -0.06, 0.36], [-0.50, -0.15, -0.34], [0.34, 0.35, -0.17], [0.11, 0.43, 0.62], [-0.05, -0.05, -0.28], [0.04, -0.13, -0.49], [0.04, -0.21, 0.12], [-0.25, -0.23, 0.01], [-0.12, -0.01, -0.06], [-0.18, 0.25, -0.02], [0.22, 0.22, -0.14], [0.17, 0.03, 0.17], [-0.15, 0.06, 0.10], [0.49, 0.05, 0.17], [0.09, -0.09, 0.31], [-0.33, 0.04, -0.13], [0.61, -0.06, 0.32], [0.01, 0.06, 0.00], [0.29, -0.01, -0.46], [0.37, 0.02, 0.41], [-0.32, 0.05, 0.17], [0.05, 0.02, 0.02], [-0.08, -0.33, -0.02], [-0.13, 0.24, -0.55], [0.12, 0.09, 0.04], [0.08, 0.02, 0.11], [0.60, 0.28, 0.55], [-0.29, 0.15, 0.33], [0.34, -0.28, 0.17], [0.04, 0.08, -0.26], [0.41, -0.02, -0.96], [-0.20, 0.25, 0.13], [0.01, -0.20, -0.24], [0.03, 0.39, 0.23], [0.02, 0.07, 0.51], [0.00, -0.21, -0.67], [0.00, 0.16, 0.14], [-0.18, -0.02, -0.25], [-0.65, 0.19, -0.49], [-0.50, 0.73, 0.02]]
}